ORCA calculation (ωB97M-V/def2-TZVPD) on a molecular structure, C25H16BrIIrN5O2S.

```
52
Properties=species:S:1:pos:R:3:forces:R:3:mulliken_spin:R:1
Ir 1.218 -0.393 0.257 -0.171 0.047 0.058 0.04
O 2.311 -4.322 0.989 0.039 0.016 -0.003 0.05
C 2.047 -3.285 0.443 -0.097 0.035 -0.055 -0.01
N 2.261 -2.012 0.966 0.131 -0.004 -0.099 0.16
C 2.966 -1.898 2.125 -0.078 0.099 0.056 0.19
C 3.988 -2.732 2.605 -0.014 0.032 0.020 -0.04
C 4.506 -2.446 3.839 0.042 -0.091 -0.069 0.10
C 4.017 -1.373 4.626 -0.062 0.108 0.060 0.09
C 3.004 -0.566 4.191 0.027 -0.042 -0.007 -0.02
C 2.477 -0.822 2.912 -0.007 -0.027 -0.115 0.18
N 1.458 -0.185 2.281 -0.044 -0.039 0.069 0.19
C 0.484 0.471 3.040 -0.047 0.047 -0.037 -0.01
O 0.288 0.309 4.213 0.014 -0.017 -0.009 0.05
C -0.195 1.479 2.202 0.055 -0.125 0.040 -0.01
C -1.038 2.419 2.749 -0.006 0.001 0.009 0.00
C -1.411 3.499 1.967 0.024 -0.023 -0.008 0.00
C -0.875 3.590 0.696 -0.020 0.023 0.009 0.00
C -0.070 2.574 0.207 0.036 -0.069 -0.064 0.00
N 0.242 1.496 0.936 -0.034 0.099 -0.010 0.01
C 1.503 -3.178 -0.924 0.059 -0.006 0.139 -0.01
C 1.378 -4.294 -1.719 -0.019 0.002 -0.028 0.00
C 1.091 -4.118 -3.062 0.007 0.038 0.039 0.00
C 1.007 -2.822 -3.532 -0.002 -0.052 -0.007 0.00
C 1.123 -1.755 -2.657 -0.049 0.088 -0.053 0.00
N 1.319 -1.916 -1.342 -0.068 -0.088 -0.017 0.00
H 4.353 -3.558 2.018 0.010 -0.008 -0.013 0.00
H 5.313 -3.050 4.230 0.000 -0.009 -0.009 0.00
H 4.465 -1.190 5.593 -0.005 0.007 0.006 0.00
H 2.625 0.242 4.795 0.000 0.015 0.009 0.00
H -1.345 2.297 3.778 0.001 0.000 0.004 0.00
H -2.067 4.266 2.353 -0.008 0.000 0.003 0.00
H -1.072 4.439 0.057 0.002 -0.002 0.002 0.00
H 0.339 2.650 -0.783 0.009 -0.039 -0.022 0.00
H 1.538 -5.262 -1.266 0.005 0.000 0.002 0.00
H 0.978 -4.964 -3.726 -0.004 -0.006 -0.002 0.00
H 0.847 -2.607 -4.579 0.003 0.004 -0.002 0.00
H 1.072 -0.758 -3.048 0.014 -0.087 0.014 0.00
Br -4.327 -0.825 -3.311 -0.004 0.009 0.009 0.00
C -4.346 1.005 -2.848 0.032 0.007 -0.027 0.00
C -4.815 1.907 -3.795 0.003 -0.018 0.013 0.00
C -4.829 3.263 -3.516 0.000 0.003 0.007 0.00
C -4.381 3.724 -2.287 -0.007 -0.001 -0.022 0.00
C -3.914 2.826 -1.343 -0.032 -0.021 0.029 0.00
C -3.891 1.464 -1.620 0.004 0.019 -0.008 0.00
I -3.134 0.182 -0.163 0.025 -0.025 0.066 0.00
H -5.166 1.538 -4.748 -0.002 -0.002 -0.006 0.00
H -5.198 3.956 -4.260 0.001 0.007 -0.001 0.00
H -4.401 4.782 -2.060 0.001 0.008 0.001 0.00
H -3.576 3.177 -0.377 -0.010 -0.010 -0.018 0.00
S -0.871 1.333 -3.493 0.063 0.104 -0.014 0.03
C 0.008 0.889 -2.257 -0.203 -0.055 0.152 0.01
N 0.697 0.555 -1.354 0.391 0.050 -0.090 -0.01
```
Positions in Å, forces in eV/Å.

Output
Spin multiplicity = 2
E_HOMO (spin up / spin down) = -11.0 / -11.1 eV
Total charge = +1
Energy above the lowest of the compared OMol25 structures with the same formula, charge and spin = 65.2 kcal per mole
Total energy = -4760.53108 Ha

***

ORCA calculation (ωB97M-V/def2-TZVPD) on a gas-phase ion, C8H10BrFNO (charge +1) at a distorted geometry.

```
22
Properties=species:S:1:pos:R:3:forces:R:3:mulliken_charge:R:1
C -0.251 -1.934 0.326 -1.642 1.103 -2.122 -0.28
C 0.185 0.142 -1.224 -2.017 -2.804 -2.134 -0.57
C -0.187 -1.148 -0.973 0.831 0.084 0.697 0.99
C 0.121 -1.511 1.496 1.457 1.258 -1.138 0.01
C -0.616 2.440 1.689 0.276 0.315 1.395 -0.36
C 1.662 0.764 0.637 1.788 1.708 0.423 -0.02
C -0.663 1.326 0.740 -0.757 -0.452 0.717 -0.04
C -0.520 -2.188 -2.020 5.162 2.223 -1.912 -1.87
N 0.505 1.058 -0.170 -1.247 2.882 -0.741 -0.02
O -1.348 2.508 0.483 0.078 -0.204 -0.956 -0.45
F 0.226 -2.033 2.622 -0.072 -0.700 1.924 -0.18
Br 3.124 0.485 -0.623 -0.642 0.080 1.533 -0.03
H -0.981 -2.739 0.128 0.786 -0.200 0.987 0.36
H 0.017 0.613 -2.260 0.610 -0.903 1.855 0.31
H -1.275 2.431 2.591 0.834 -0.188 -0.735 0.28
H 0.313 3.053 1.787 -0.943 -0.282 -0.282 0.29
H 1.772 1.632 1.454 0.234 -2.517 -1.745 0.32
H -1.176 0.371 0.930 -0.070 0.894 -0.204 0.54
H -1.476 -2.492 -1.910 -3.023 -1.339 0.106 0.49
H 0.273 -2.992 -1.907 -1.310 0.567 0.000 0.38
H -0.287 -1.745 -3.025 -0.748 -0.540 0.652 0.39
H 0.583 1.958 -0.771 0.417 -0.985 1.678 0.46
```
Positions in Å, forces in eV/Å.

Output
E_HOMO (spin up / spin down) = -13.4 / -13.5 eV
Total charge = +1
Energy above the lowest of the compared OMol25 structures with the same formula, charge and spin = 42.9 kcal per mole
Total energy = -3114.15358 Ha

***

ORCA calculation (ωB97M-V/def2-TZVPD) on a single C6H15NO3Si molecule at a distorted geometry.

```
26
Properties=species:S:1:pos:R:3:forces:R:3:mulliken_spin:R:1
C -1.604 -1.691 -1.812 1.212 0.442 -1.954 0.00
C 2.761 0.697 -0.878 -0.910 3.497 1.283 0.00
C -1.248 -1.352 2.185 -3.508 1.301 0.754 0.00
C -1.432 -0.300 -1.220 -0.326 0.575 0.322 0.00
C 1.864 -0.361 -0.167 -0.968 0.886 -1.404 0.01
C -0.979 0.119 1.738 3.433 -2.349 -0.393 0.01
N 0.637 2.760 0.179 -0.514 -3.031 -2.819 0.50
O 0.133 1.699 -0.333 -2.161 -0.548 -2.765 0.12
O 0.642 3.811 -0.421 0.077 4.110 -1.484 0.60
O 0.994 2.609 1.317 2.227 0.875 6.527 0.76
Si 0.012 0.064 0.035 -1.676 1.328 0.670 -0.01
H -1.695 -2.287 -0.938 -0.707 -1.410 0.215 0.00
H -2.451 -1.750 -2.601 1.350 -0.176 1.615 0.00
H -0.605 -2.005 -2.303 -1.675 0.351 0.474 0.00
H 2.297 1.156 -1.807 0.700 -1.064 0.919 0.00
H 3.102 1.657 -0.287 -1.383 -1.675 -0.463 0.00
H 3.730 0.311 -0.996 1.119 -1.068 -0.998 0.00
H -2.056 -1.281 3.064 1.405 -0.505 -2.031 0.00
H -1.715 -1.808 1.262 0.311 -0.266 1.412 0.00
H -0.480 -1.957 2.625 0.854 -0.047 -0.305 0.00
H -2.347 0.003 -0.661 0.533 -0.619 0.293 0.00
H -1.530 0.471 -1.972 0.928 0.290 -0.549 0.00
H 2.285 -0.777 0.697 0.755 -0.398 1.375 0.00
H 1.895 -1.123 -0.906 -0.155 -1.357 -0.538 0.00
H -0.354 0.644 2.434 0.658 0.146 0.652 0.00
H -1.853 0.689 1.765 -1.577 0.712 -0.807 0.00
```
Positions in Å, forces in eV/Å.

Output
Spin multiplicity = 3
E_HOMO (spin up / spin down) = -6.6 / -10.0 eV
Total energy = -807.27555 Ha